No. 1
{"formula": "C24H22N4OS", "method": "ωB97M-V/def2-TZVPD", "e_above_lowest_ev": 0.000, "orbital_gap_ha": 0.299, "spin_multiplicity": 1, "smiles": "Cc1ccc2nc(-c3cccnc3SCC(=O)N3c4ccccc4C[C@H]3C)[nH]c2c1", "lumo_energy_ev": 0.30, "species": ["C", "C", "C", "C", "C", "N", "C", "C", "C", "C", "C", "N", "C", "S", "C", "C", "O", "N", "C", "C", "C", "C", "C", "C", "C", "C", "C", "N", "C", "C", "H", "H", "H", "H", "H", "H", "H", "H", "H", "H", "H", "H", "H", "H", "H", "H", "H", "H", "H", "H", "H", "H"], "coordinates": [[-8.0217, 1.5280, -1.2895], [-6.9092, 0.6517, -0.7966], [-7.2102, -0.6470, -0.3527], [-6.2485, -1.5130, 0.1126], [-4.9300, -1.0637, 0.1356], [-3.7830, -1.6861, 0.5306], [-2.8176, -0.8159, 0.3498], [-1.4353, -1.1242, 0.6499], [-1.0974, -2.4634, 0.8581], [0.2099, -2.8238, 1.1302], [1.1586, -1.8183, 1.2003], [0.8571, -0.5432, 1.0358], [-0.3872, -0.1943, 0.7604], [-0.6049, 1.5407, 0.5597], [1.1305, 2.0620, 0.6529], [1.9324, 1.2349, -0.3497], [1.4679, 1.0091, -1.4479], [3.1755, 0.8410, 0.0263], [4.0148, 0.0503, -0.7716], [3.9055, -0.2563, -2.1164], [4.8834, -1.0619, -2.6832], [5.9414, -1.5471, -1.9344], [6.0443, -1.2376, -0.5843], [5.0789, -0.4390, -0.0134], [4.9452, 0.0233, 1.4050], [3.7937, 1.0450, 1.3391], [4.3224, 2.4745, 1.4572], [-3.2753, 0.3735, -0.1561], [-4.6268, 0.2460, -0.3097], [-5.6050, 1.1093, -0.7775], [-7.6461, 2.5011, -1.5950], [-8.5203, 1.0648, -2.1402], [-8.7661, 1.6720, -0.5072], [-8.2418, -0.9678, -0.3832], [-6.4945, -2.5073, 0.4490], [-1.8874, -3.1945, 0.7897], [0.4863, -3.8551, 1.2787], [2.2025, -2.0240, 1.3975], [1.4535, 1.9730, 1.6853], [1.1246, 3.1082, 0.3434], [3.0822, 0.1137, -2.7023], [4.8134, -1.3106, -3.7315], [6.6906, -2.1700, -2.3994], [6.8648, -1.6147, 0.0084], [5.8629, 0.4793, 1.7774], [4.6997, -0.8161, 2.0601], [3.0597, 0.8426, 2.1240], [3.5253, 3.2030, 1.3344], [5.0709, 2.6524, 0.6878], [4.7792, 2.6232, 2.4326], [-2.7146, 1.1679, -0.4154], [-5.3544, 2.1045, -1.1146]]}



No. 2
{"formula": "C24H22N7Pd", "method": "ωB97M-V/def2-TZVPD", "orbital_gap_ha": [0.208, 0.208], "charge": 1, "spin_multiplicity": 1, "lumo_energy_ev": [-4.08, -4.09], "species": ["Pd", "N", "C", "N", "C", "N", "C", "C", "N", "C", "C", "N", "H", "H", "H", "H", "H", "N", "C", "C", "C", "C", "C", "C", "H", "H", "H", "H", "H", "H", "H", "C", "C", "C", "C", "C", "C", "N", "C", "C", "C", "C", "C", "C", "H", "H", "H", "H", "H", "H", "H", "H", "H", "H"], "coordinates": [[0.2524, 1.2049, 0.5528], [4.5617, 1.5425, 1.0608], [3.5466, 0.7214, 1.2992], [2.4190, 1.3934, 1.1838], [2.8314, 2.6483, 0.8499], [4.1248, 2.7855, 0.7693], [1.8748, 3.7302, 0.6220], [2.2457, 5.0681, 0.5995], [1.3549, 6.0355, 0.4196], [0.0885, 5.6619, 0.2626], [-0.2907, 4.3275, 0.2736], [0.6051, 3.3595, 0.4529], [5.5474, 1.3485, 1.0852], [3.6541, -0.3229, 1.5565], [3.2852, 5.3460, 0.7287], [-0.6504, 6.4413, 0.1242], [-1.3248, 4.0397, 0.1306], [-1.9467, 1.1463, 0.0669], [-2.3264, 0.2419, -1.0153], [-3.6429, -0.1703, -1.1453], [-3.9969, -1.0397, -2.1647], [-3.0368, -1.4902, -3.0600], [-1.7223, -1.0643, -2.9324], [-1.3684, -0.2005, -1.9086], [-2.3613, 2.0557, -0.1089], [-2.3596, 0.8072, 0.9338], [-4.3915, 0.1819, -0.4439], [-5.0256, -1.3616, -2.2613], [-3.3150, -2.1640, -3.8597], [-0.9681, -1.4068, -3.6296], [-0.3487, 0.1369, -1.8040], [3.5456, -2.9345, -0.9101], [3.1926, -1.6904, -1.4065], [2.0959, -1.0143, -0.8857], [1.3127, -1.5970, 0.1246], [1.6756, -2.8574, 0.6159], [2.7893, -3.5088, 0.1050], [0.2329, -0.8838, 0.6619], [-0.9515, -1.5408, 1.0374], [-1.4479, -2.6580, 0.3584], [-2.6841, -3.1876, 0.7002], [-3.4307, -2.6359, 1.7340], [-2.9393, -1.5467, 2.4363], [-1.7122, -0.9905, 2.0858], [4.4068, -3.4553, -1.3094], [3.7710, -1.2404, -2.2054], [1.8201, -0.0419, -1.2696], [1.1037, -3.3014, 1.4189], [3.0671, -4.4764, 0.5036], [-0.8879, -3.0705, -0.4699], [-3.0735, -4.0343, 0.1467], [-4.3964, -3.0536, 1.9906], [-3.5052, -1.1327, 3.2626], [-1.3000, -0.1520, 2.6364]]}



No. 3
{"formula": "C24H23BrN3O4RuS2", "method": "ωB97M-V/def2-TZVPD", "e_above_lowest_ev": 0.000, "orbital_gap_ha": [0.234, 0.236], "charge": 1, "spin_multiplicity": 1, "lumo_energy_ev": [-4.83, -4.85], "species": ["Ru", "O", "N", "C", "C", "C", "C", "C", "S", "H", "H", "H", "H", "C", "C", "N", "C", "C", "C", "S", "N", "C", "O", "C", "C", "C", "C", "C", "C", "H", "H", "H", "H", "H", "H", "H", "H", "H", "H", "H", "H", "H", "H", "H", "Br", "C", "C", "C", "C", "C", "C", "C", "O", "O", "H", "H", "H", "H"], "coordinates": [[0.6528, 1.2894, -0.8095], [2.6940, 1.2570, -1.0922], [3.2825, 2.4457, -1.1664], [4.6324, 2.4727, -1.1307], [5.2929, 3.6676, -1.2188], [4.5602, 4.8492, -1.3450], [3.1869, 4.7908, -1.3903], [2.5437, 3.5570, -1.3061], [0.8060, 3.3930, -1.3882], [5.0966, 1.5042, -1.0298], [6.3723, 3.6725, -1.1889], [5.0658, 5.8023, -1.4100], [2.5811, 5.6806, -1.4871], [-4.2677, -1.9440, -2.7466], [-4.2144, -1.5299, -1.2861], [-3.5733, -0.2153, -1.1021], [-4.4835, 0.9312, -1.0088], [-4.9475, 1.1806, 0.4173], [-2.2566, -0.1141, -1.0170], [-1.5975, 1.4529, -0.6672], [-1.5629, -1.2572, -1.1561], [-0.2935, -1.3567, -1.3979], [0.5500, -0.4083, -1.7113], [0.3132, -2.7074, -1.3870], [1.7002, -2.8406, -1.3436], [2.2706, -4.1022, -1.3125], [1.4610, -5.2300, -1.3358], [0.0792, -5.0998, -1.3861], [-0.4963, -3.8412, -1.4075], [-4.7530, -2.9156, -2.8392], [-3.2619, -2.0213, -3.1585], [-4.8334, -1.2262, -3.3423], [-3.6635, -2.2589, -0.6978], [-5.2173, -1.4416, -0.8697], [-5.3288, 0.7059, -1.6591], [-3.9858, 1.8092, -1.4154], [-5.4008, 0.2859, 0.8457], [-5.6904, 1.9776, 0.4307], [-4.1128, 1.4811, 1.0503], [2.3173, -1.9537, -1.3195], [3.3465, -4.2082, -1.2739], [1.9079, -6.2154, -1.3113], [-0.5480, -5.9809, -1.4108], [-1.5703, -3.7248, -1.4482], [0.2687, 3.5155, 3.6028], [0.7898, 1.7487, 4.0115], [0.9140, 1.4436, 5.3588], [1.2844, 0.1690, 5.7563], [1.5304, -0.8187, 4.8112], [1.3953, -0.5192, 3.4715], [1.0277, 0.7650, 3.0519], [0.9136, 0.9489, 1.6042], [0.9012, -0.0222, 0.7989], [0.8262, 2.0816, 1.0226], [0.7177, 2.2110, 6.0937], [1.3793, -0.0497, 6.8116], [1.8236, -1.8128, 5.1180], [1.5744, -1.2736, 2.7173]]}



No. 4
{"formula": "C24H23ClN4O4S", "method": "ωB97M-V/def2-TZVPD", "e_above_lowest_ev": 20.351, "orbital_gap_ha": 0.267, "spin_multiplicity": 1, "smiles": "O=C(NNC(=O)c1cccc(S(=O)(=O)N2CCN(c3ccccc3)CC2)c1)c1ccc(Cl)cc1", "lumo_energy_ev": -0.65, "species": ["O", "C", "N", "N", "C", "O", "C", "C", "C", "C", "C", "S", "O", "O", "N", "C", "C", "N", "C", "C", "C", "C", "C", "C", "C", "C", "C", "C", "C", "C", "C", "Cl", "C", "C", "H", "H", "H", "H", "H", "H", "H", "H", "H", "H", "H", "H", "H", "H", "H", "H", "H", "H", "H", "H", "H", "H", "H"], "coordinates": [[5.0489, -0.5321, -2.9230], [3.9859, -0.3708, -3.5365], [2.7314, 0.0626, -3.0525], [2.8542, 0.3169, -1.6910], [1.7906, 0.4755, -1.0097], [0.7260, 0.1445, -1.7172], [1.8911, 0.3485, 0.3905], [2.7616, 1.2928, 0.8159], [2.6521, 1.3515, 2.1802], [1.7520, 0.9019, 3.1720], [0.7260, 0.2820, 2.4260], [-0.5696, -0.5359, 3.4954], [-1.3033, -1.3736, 2.8759], [-0.0487, -0.9106, 4.7918], [-1.5891, 1.1155, 3.7628], [-2.0809, 1.0861, 5.0230], [-3.4003, 0.2947, 4.9831], [-4.3490, 0.9022, 3.9906], [-5.6451, 0.7035, 4.1739], [-6.3506, 1.6269, 5.2486], [-7.6574, 1.4113, 5.6215], [-8.2848, 0.8994, 4.7148], [-8.0159, 0.3956, 3.3576], [-6.4188, 0.2551, 3.2264], [-3.6119, 0.7278, 2.7663], [-2.3434, 1.6052, 2.6666], [0.6935, 0.1251, 1.0842], [4.0668, -0.7462, -4.9676], [3.0798, -0.2637, -5.7726], [2.9900, -0.4975, -7.3612], [4.1247, -1.4799, -7.9234], [4.1058, -1.9295, -9.3090], [5.0376, -1.8272, -6.9595], [5.0086, -1.4742, -5.6232], [1.9304, -0.0555, -3.3550], [3.7894, 0.2107, -1.4459], [3.6975, 1.7702, 0.4910], [3.4956, 1.8971, 2.7818], [1.7356, 1.1261, 4.1686], [-1.3375, 0.8897, 5.7487], [-2.1142, 2.2426, 5.1837], [-3.8595, 0.4705, 6.2150], [-3.1696, -0.8640, 4.8521], [-5.4757, 1.8639, 6.2138], [-8.0579, 1.7788, 6.4843], [-9.4531, 0.9983, 4.7066], [-8.5966, 0.0054, 2.5951], [-6.0835, -0.1160, 2.4045], [-4.5190, 1.1068, 1.8990], [-3.5661, -0.4624, 2.4008], [-1.8429, 0.9224, 1.7647], [-2.4865, 2.4941, 2.6978], [0.0296, -0.5594, 0.7232], [2.3272, 0.4685, -5.6079], [2.2164, -0.4408, -7.9781], [5.9054, -2.5790, -7.2104], [5.6603, -1.7486, -4.8361]]}



No. 5
{"formula": "C24H23ClNdO3PS", "method": "ωB97M-V/def2-TZVPD", "orbital_gap_ha": [0.321, 0.323], "spin_multiplicity": 4, "lumo_energy_ev": [-0.01, 0.02], "species": ["C", "C", "C", "H", "C", "C", "H", "H", "H", "H", "Nd", "Cl", "P", "C", "C", "H", "C", "H", "C", "H", "C", "H", "C", "H", "C", "C", "H", "C", "H", "C", "H", "C", "H", "C", "H", "C", "C", "H", "C", "H", "C", "H", "C", "H", "C", "H", "C", "S", "O", "O", "O", "H", "H", "H"], "coordinates": [[-0.9173, -1.6646, 4.1267], [-0.8152, -2.2427, 2.7606], [0.6366, -2.4393, 2.4614], [-1.5949, -2.3780, 2.0946], [1.3999, -2.0331, 3.6520], [0.4655, -1.5098, 4.6582], [0.7210, -1.0771, 5.5679], [-1.7842, -1.3359, 4.5878], [1.0311, -2.7539, 1.5565], [2.4405, -1.9692, 3.7075], [0.1581, -0.1346, 2.7551], [2.1562, 1.0075, 2.3767], [0.3333, 0.0550, -0.9809], [1.4334, -1.0034, -1.9971], [1.0154, -1.7208, -3.1221], [-0.0183, -1.6690, -3.4371], [1.9192, -2.4978, -3.8397], [1.5778, -3.0496, -4.7082], [3.2517, -2.5644, -3.4514], [3.9538, -3.1697, -4.0140], [3.6789, -1.8547, -2.3334], [4.7163, -1.9059, -2.0209], [2.7798, -1.0901, -1.6052], [3.1116, -0.5503, -0.7272], [-1.3148, -0.3740, -1.6601], [-1.9537, -1.5029, -1.1232], [-1.4664, -2.0632, -0.3340], [-3.1940, -1.9043, -1.5964], [-3.6715, -2.7825, -1.1758], [-3.8313, -1.1767, -2.5973], [-4.8055, -1.4856, -2.9595], [-3.2150, -0.0491, -3.1257], [-3.7055, 0.5242, -3.9039], [-1.9635, 0.3495, -2.6649], [-1.4881, 1.2241, -3.0882], [0.6191, 1.7038, -1.7329], [1.3224, 1.9137, -2.9237], [1.7369, 1.0683, -3.4566], [1.4895, 3.1998, -3.4268], [2.0391, 3.3454, -4.3499], [0.9524, 4.2917, -2.7559], [1.0835, 5.2928, -3.1519], [0.2511, 4.0944, -1.5706], [-0.1663, 4.9427, -1.0387], [0.0935, 2.8162, -1.0564], [-0.4400, 2.6670, -0.1258], [-0.9888, 1.3588, 6.1549], [-1.4921, 1.9585, 4.4133], [-2.6024, 1.1327, 3.9036], [-1.9620, 3.3057, 4.5065], [-0.2874, 1.9351, 3.2905], [-1.3976, 2.0736, 6.8959], [0.1068, 1.3365, 6.2408], [-1.3989, 0.3554, 6.3446]]}



No. 6
{"formula": "C24H23F8MnN4O15P2S2Te", "method": "ωB97M-V/def2-TZVPD", "e_above_lowest_ev": 10.956, "orbital_gap_ha": [0.256, 0.293], "charge": -1, "spin_multiplicity": 4, "lumo_energy_ev": [-0.02, 0.93], "species": ["Mn", "O", "P", "O", "O", "O", "P", "O", "O", "O", "H", "H", "F", "Te", "F", "F", "F", "F", "O", "O", "C", "N", "S", "O", "O", "C", "C", "C", "C", "C", "C", "H", "H", "H", "H", "C", "C", "S", "O", "O", "C", "C", "N", "C", "N", "C", "C", "N", "O", "O", "C", "H", "H", "H", "H", "H", "H", "H", "H", "H", "H", "H", "H", "H", "F", "C", "F", "F", "C", "C", "C", "C", "C", "C", "C", "C", "H", "H", "H", "H"], "coordinates": [[1.5381, 0.4153, 0.6633], [3.2788, -2.3260, 1.6285], [4.2303, -1.1393, 2.1552], [4.7933, -1.4116, 3.4671], [3.3935, 0.1628, 1.8721], [5.3344, -1.0458, 1.0058], [5.1845, -0.7643, -0.6353], [4.5283, -2.1570, -1.1254], [3.8753, 0.2341, -0.7541], [2.5998, -0.4431, -0.6308], [3.7007, -3.1827, 1.7916], [3.5577, -2.0943, -1.0090], [2.7805, 2.2165, 0.9438], [2.5168, 1.5943, 2.9834], [3.5451, 1.1763, 4.5345], [1.2834, 1.9537, 4.4547], [4.2662, 2.4008, 2.7705], [2.2072, 3.5172, 3.0432], [0.8889, 1.3605, 2.0289], [1.8344, -0.3099, 3.8130], [1.1085, -1.1240, 3.2064], [0.7850, -1.1373, 1.9122], [-0.3090, -2.3823, 1.6032], [-1.6033, -1.8613, 1.2741], [0.2691, -3.3847, 0.7594], [-0.3582, -2.9839, 3.2723], [-1.1178, -3.9779, 3.8523], [-0.9792, -4.1663, 5.2214], [-0.1001, -3.3876, 5.9715], [0.6549, -2.3885, 5.3739], [0.4936, -2.2018, 4.0131], [-1.8031, -4.5758, 3.2652], [-1.5710, -4.9257, 5.7161], [-0.0173, -3.5520, 7.0382], [1.3348, -1.7594, 5.9328], [-2.5255, 1.4911, -0.0426], [-3.6502, 2.5080, -0.1593], [-3.4386, 3.6100, -1.5645], [-2.9078, 2.8637, -2.6760], [-4.6738, 4.3322, -1.7498], [-2.1905, 4.8204, -1.0075], [-0.9244, 4.8912, -1.8698], [-0.1052, 3.6789, -1.8008], [0.4680, 3.2174, -0.6637], [0.9520, 1.9856, -0.8629], [0.7245, 1.6731, -2.1660], [0.0833, 2.7022, -2.7671], [-0.2653, 2.7910, -4.1469], [-0.4872, 3.8933, -4.6297], [-0.2830, 1.7471, -4.7706], [0.5694, 4.0442, 0.5590], [-2.8030, 0.6676, 0.6151], [-1.6122, 1.9298, 0.3638], [-2.2946, 1.0698, -1.0208], [-3.7428, 3.1580, 0.7122], [-4.6180, 2.0453, -0.3566], [-1.9679, 4.5549, 0.0253], [-2.7164, 5.7731, -1.0335], [-0.3168, 5.7314, -1.5369], [-1.1898, 5.0525, -2.9060], [1.0550, 0.7474, -2.6017], [-0.0564, 4.9312, 0.5226], [1.6063, 4.3476, 0.6997], [0.3377, 3.4592, 1.4393], [-2.9021, -5.8441, -4.6961], [-2.5716, -4.6384, -5.2110], [-1.6820, -4.8831, -6.2005], [-3.6793, -4.1431, -5.7943], [-2.0055, -3.7235, -4.1726], [-2.5117, -2.4468, -3.9919], [-1.9443, -1.6095, -3.0459], [-0.8693, -2.0471, -2.2746], [-0.3638, -3.3400, -2.4676], [-0.9298, -4.1711, -3.4124], [-0.2327, -1.1977, -1.3171], [0.2922, -0.4714, -0.5123], [-3.3430, -2.1052, -4.5928], [-2.3257, -0.6053, -2.9099], [0.4574, -3.6709, -1.8501], [-0.5394, -5.1689, -3.5678]]}



no.,maximum force (eV/A)
1,0.9
2,1.4
3,0.8
4,19.7
5,8.7
6,6.1